Record 1
ORCA calculation (wB97M-V/def2-TZVPD) on C28H55B2BeCsF5KN2NaNbO16S2 as an isolated structure at a distorted geometry.

XYZ file:
```
115
Properties=species:S:1:pos:R:3:forces:R:3:lowdin_charge:R:1
C 3.60690 -2.54060 -0.87738 -0.4 -0.3 1.8 -0.1165
C 1.99305 -2.78939 -0.67217 0.7 -1.4 -0.9 -0.3152
C 1.07522 -2.07155 -1.79232 0.7 -1.5 -0.5 -0.3725
Nb 0.60439 0.11832 -1.49877 -4.3 -2.0 0.3 1.7157
C -0.51907 0.07936 -3.50514 0.6 0.6 -2.8 -0.3371
C -1.37793 -1.27386 -3.74052 -0.1 0.9 0.2 -0.3223
C -2.76457 -0.94405 -4.50273 1.9 1.1 -0.4 -0.4736
S -4.12953 -2.17248 -4.21537 0.1 -0.3 0.6 0.8058
C -3.59767 -3.50824 -3.04310 1.4 -0.8 0.8 -0.9566
S -3.00378 -4.95548 -3.72899 -0.9 2.3 1.4 0.5645
N -3.66169 -3.30114 -1.56378 -1.4 -1.1 -2.0 -0.1697
C -4.95624 -2.65443 -1.14313 -1.0 1.8 0.7 -0.1591
C -4.97496 -2.39100 0.48042 0.3 0.6 -2.3 -0.1317
O -5.07099 -3.69353 1.12705 1.9 0.3 -0.4 -0.2005
C -3.80722 -4.36414 0.81077 1.1 0.6 -0.5 -0.2917
C -3.61141 -4.59782 -0.81175 -1.0 -1.0 1.7 -0.2610
C -1.30732 -0.35583 -0.28333 -1.6 -0.1 0.8 -0.2732
C -2.65593 0.21841 -0.95281 0.2 -2.2 -0.6 -0.2455
O -3.65772 0.66426 0.05970 -0.4 2.1 -2.1 -0.1378
C -4.46027 1.74837 -0.44681 -0.5 -0.5 1.3 -0.1218
C -5.65067 1.31757 -1.46561 -1.7 -0.1 -0.2 -0.2512
F -5.19196 0.75248 -2.71852 -1.6 1.4 3.6 0.0427
F -6.34392 2.57819 -1.84651 1.8 -2.8 0.6 0.0034
F -6.68538 0.51185 -0.83685 3.4 2.2 -2.4 0.0690
C 0.05331 2.33558 -1.35517 0.5 1.4 -0.1 -0.3223
C -0.21034 2.88238 0.14744 -0.9 2.4 -0.8 -0.3774
C 1.02266 3.83404 0.68656 0.3 -2.0 0.0 -0.0478
C -1.52235 3.88405 0.04180 -0.4 -0.5 1.1 -0.0795
B 1.89768 0.36002 0.36736 2.7 1.0 1.7 -0.4615
C 1.41405 -0.00068 1.90645 -0.2 -1.3 0.1 -0.0943
O 3.29578 0.84567 0.24579 -1.2 1.1 0.7 -0.1825
B 2.51233 0.63308 -2.73845 1.1 -1.2 -0.8 -0.5995
O 3.38862 -0.41276 -3.34140 -1.4 3.4 -0.7 -0.0210
O 2.97539 2.03721 -2.96643 -4.4 -0.4 -5.7 -0.4870
C 2.29424 2.57273 -4.17444 -1.4 -0.4 -0.7 -0.0747
H 4.08311 -2.88584 0.13575 -0.6 0.6 -1.9 0.0860
H 3.87321 -1.42745 -0.99143 -0.4 -1.8 -0.1 0.0485
H 4.05936 -3.21793 -1.69508 -0.9 1.3 1.1 0.0784
H 1.87005 -3.94269 -0.85005 0.2 1.9 0.5 0.0820
H 1.65513 -2.62551 0.42356 0.6 0.1 -1.8 0.0900
H 1.60036 -2.26155 -2.82314 -0.8 0.3 1.8 0.0738
H 0.08447 -2.69757 -1.85473 1.5 1.2 0.2 -0.0036
H -1.19023 1.02341 -3.63025 1.0 -1.5 0.2 0.0341
H 0.26502 0.15351 -4.37322 -1.6 -0.1 1.1 0.0502
H -1.64004 -1.69505 -2.70210 0.5 0.1 -1.8 0.0455
H -0.73816 -1.96888 -4.40010 -1.2 0.7 1.4 0.1223
H -3.09347 0.13415 -4.21621 0.2 -2.0 -0.2 0.0607
H -2.53194 -0.89503 -5.64645 -0.7 -0.3 2.0 0.0996
H -5.84033 -3.31119 -1.49301 1.2 1.0 0.8 0.1470
H -5.11166 -1.59681 -1.61195 0.6 -2.1 0.6 0.0912
H -5.84515 -1.67725 0.71922 1.2 -1.6 -0.1 0.1426
H -3.98747 -1.82216 0.70524 -1.6 -1.1 0.0 0.1331
H -2.89658 -3.74711 1.21530 -1.6 -1.0 -0.7 0.1580
H -3.81069 -5.37409 1.41407 1.5 5.7 -3.9 -0.2635
H -4.51835 -5.26572 -1.14106 1.6 0.9 0.3 0.1398
H -2.59147 -5.16991 -0.91688 -2.2 1.1 0.2 -0.1217
H -1.34687 -1.52343 -0.24042 -0.2 1.9 0.0 0.0492
H -1.25859 0.01210 0.80725 -0.1 -0.4 -1.6 0.0530
H -2.49285 1.02513 -1.76149 -0.2 -0.8 1.5 0.0847
H -3.17294 -0.68599 -1.48945 1.0 1.7 0.6 0.0904
H -3.84737 2.59151 -0.96715 -0.2 -3.8 3.2 0.0447
H -4.98650 2.23619 0.47766 0.8 -0.9 -1.8 0.1993
H -0.90354 2.49357 -2.01657 1.5 -0.3 1.1 0.0203
H 0.85107 3.05359 -1.82491 -1.5 -1.1 0.7 0.0584
H -0.50669 2.08099 0.91752 0.7 1.2 -1.2 0.1071
H 1.37388 3.37212 1.69432 -0.6 1.4 -1.6 0.0621
H 1.90759 3.68336 -0.05987 -1.3 0.5 1.1 0.0610
H 0.73271 4.94264 0.76922 0.5 -1.9 0.0 0.0994
H -1.72478 4.23689 -1.04423 0.4 -0.6 1.3 0.0577
H -2.42386 3.28881 0.49401 1.4 1.3 -0.9 0.0798
H -1.41982 4.83034 0.68904 -0.3 -1.6 -0.8 0.0841
H 1.21691 0.94035 2.55122 0.4 -1.3 -1.1 0.0677
H 0.49122 -0.72208 1.90553 1.5 1.5 0.1 0.0528
H 2.26648 -0.61888 2.42083 -1.2 1.3 -1.0 0.0782
H 3.30739 1.83215 0.38729 -0.5 -1.5 0.9 0.0568
H 3.62408 -0.00443 -4.22904 0.2 -0.8 1.3 0.1031
H 1.13767 2.45359 -4.07112 2.0 0.2 0.0 0.0893
H 2.57943 1.94987 -5.11968 -0.2 1.3 1.6 0.1118
H 2.48473 3.69883 -4.33357 0.1 -2.0 0.5 0.1156
Be -1.04488 -5.36543 -1.73167 1.1 -0.2 -0.5 0.4239
C 2.32340 3.30734 4.33486 0.8 -0.5 1.3 -0.9645
O 2.88969 3.37825 5.42308 0.1 0.2 0.5 0.0877
O 2.46858 2.39198 3.49670 0.6 -1.7 -1.3 0.0401
O 1.50441 4.14093 3.88688 -1.7 1.7 0.1 0.1881
N 1.70765 -1.16791 5.24006 0.6 1.0 -0.9 0.2527
H 1.22397 -1.03957 6.14504 -0.6 -1.4 0.7 0.0894
H 1.15231 -1.78539 4.64328 0.0 0.1 0.6 0.1206
H 1.82432 -0.25818 4.77886 0.2 -0.1 -0.1 0.1145
H 2.62596 -1.58773 5.40389 -0.4 0.1 0.1 0.1404
Cs -4.47432 -6.81136 2.31281 -1.9 -4.0 2.7 1.2981
C -2.24120 6.08312 3.21853 -1.6 1.1 0.0 -0.8695
O -2.24421 4.82164 3.25981 -1.0 -0.8 -0.5 -0.0583
O -1.00081 6.57439 3.39498 1.1 -0.3 -0.5 0.0373
O -3.16899 6.89848 3.04148 0.2 -0.8 -0.2 -0.0488
H -0.62236 5.67671 3.48733 1.1 0.6 0.5 0.0634
F 0.50040 -2.50299 6.96727 0.3 0.5 -0.5 -0.7449
Na -4.18793 3.55820 -2.08473 -0.4 2.7 -2.4 0.6998
C 8.29333 -4.36124 -0.87534 0.5 0.3 0.9 -0.0718
C 8.08146 -4.07372 -2.32529 0.5 -0.1 -0.6 -0.3313
O 7.18909 -5.08752 -2.73349 -0.3 0.3 0.6 0.1397
C 6.46102 -5.39363 -1.62230 -2.0 -1.4 0.3 -0.5251
O 5.42781 -6.01421 -1.63967 1.7 0.9 0.0 0.1560
O 7.04194 -4.90395 -0.48751 -0.4 -0.2 -0.7 0.0711
F 9.23498 -4.21285 -3.01991 0.1 0.2 -0.2 0.0778
H 9.08016 -5.10170 -0.70234 0.0 0.1 -0.3 0.1493
H 8.52602 -3.46182 -0.30166 -0.2 -0.1 0.0 0.1444
H 7.64091 -3.09280 -2.52913 0.1 -0.1 -0.1 0.1750
K 4.42919 2.01199 -1.60966 4.9 0.4 3.4 1.0487
C 0.48704 5.25123 7.48763 0.6 -0.6 0.2 -0.0201
C -0.39359 5.37571 6.24978 0.0 2.3 1.3 -0.6621
O -0.38803 4.37978 5.47724 -0.2 -0.3 -1.4 0.0898
O -1.01890 6.45476 6.14716 0.1 -1.6 -0.2 0.0406
H 1.00257 4.28809 7.51348 0.0 0.1 0.0 0.0616
H 1.23746 6.04553 7.48839 -0.2 0.0 0.0 0.0780
H -0.12560 5.34075 8.38847 0.0 0.1 -0.2 0.0718
```
Forces are in eV/Å.

The energy is -4611.7419 Eh.

Record 2
ORCA calculation (wB97M-V/def2-TZVPD) on a 3-piece molecular cluster, C28H55ClO5 overall at a distorted geometry.

XYZ file:
```
89
Properties=species:S:1:pos:R:3:forces:R:3:lowdin_charge:R:1
C -0.61993 -1.39778 0.83168 -0.1 0.4 0.8 -0.0525
C -2.08881 -1.62369 1.17754 -0.1 -0.3 0.0 -0.3783
C -2.54870 -3.07497 0.97921 0.3 0.1 0.2 -0.0573
C -3.06615 -0.54367 0.69093 0.3 -0.8 0.0 -0.0531
C -3.45598 -0.27243 -0.80016 -0.4 0.1 0.2 -0.3059
C -4.72548 -1.05327 -1.06230 -0.2 0.5 -1.0 -0.1106
C -5.34835 -0.97075 -2.45576 0.0 -0.8 0.8 -0.2565
C -6.43312 -2.02951 -2.58489 0.6 -0.1 -0.3 -0.5132
Cl -5.65168 -3.59418 -3.06498 -0.1 0.0 0.1 0.5429
O -3.70342 1.16798 -0.78286 0.3 0.5 0.0 0.0904
C -2.45846 1.71526 -0.81029 0.6 1.8 0.4 -0.5116
O -2.17493 2.86739 -0.53137 -0.7 -2.5 -0.6 0.1500
O -1.54860 0.77091 -1.20726 0.0 0.6 0.1 0.0571
C -2.34217 -0.25529 -1.87534 -0.2 0.2 -0.1 -0.2751
C -2.73289 0.44975 -3.22361 -0.6 -0.8 -0.6 0.0227
C -2.47964 -0.33323 -4.50286 2.1 0.4 -1.3 -0.4473
O -1.42210 -0.23168 -5.10988 -1.9 -0.4 1.1 0.1194
O -3.51511 -1.07890 -5.02635 0.0 0.5 0.8 0.0670
C -1.68962 -1.60046 -2.11238 0.7 0.0 0.5 -0.0684
C -0.25569 -1.71002 -2.69620 0.2 -0.3 -0.1 -0.3749
C 0.61733 -0.46804 -2.62866 -0.1 0.0 0.2 -0.0539
C 0.48578 -2.88359 -2.03130 -0.6 0.4 -0.2 -0.0586
H -0.42842 -1.09676 -0.18089 0.2 -0.1 -0.1 0.0312
H -0.05210 -2.27530 1.11958 0.2 -0.3 -0.2 0.0796
H -0.24770 -0.59514 1.46272 0.1 0.3 0.0 0.0861
H -2.11391 -1.50275 2.25711 -0.2 0.2 0.3 0.1279
H -3.62750 -3.15458 0.94898 -0.3 -0.1 -0.2 0.0721
H -2.23607 -3.65132 1.84307 0.2 -0.2 0.1 0.0791
H -2.09265 -3.55679 0.12168 -0.2 -0.1 -0.3 0.0669
H -2.76830 0.36662 1.19593 0.2 0.4 -0.3 0.1323
H -4.00776 -0.79429 1.16704 -0.3 0.0 0.1 0.1202
H -5.48486 -0.72826 -0.36146 0.0 0.0 0.4 0.1334
H -4.49944 -2.09596 -0.87258 0.1 -0.3 0.2 0.1075
H -4.60309 -1.24560 -3.17379 0.1 0.3 -0.6 0.0441
H -5.75407 0.01278 -2.64946 -0.1 0.3 -0.2 0.1273
H -6.92844 -2.23439 -1.64864 -0.4 0.0 0.1 0.0694
H -7.12477 -1.80849 -3.38077 -0.3 0.1 -0.1 0.0686
H -3.77251 0.73994 -3.21941 -0.2 0.2 0.1 0.1184
H -2.12792 1.33238 -3.34627 0.2 0.3 0.2 0.1433
H -3.28369 -2.00887 -4.99205 0.2 -0.4 -0.4 0.1104
H -2.36269 -2.17536 -2.74069 -0.3 0.0 -0.2 0.1290
H -1.69823 -2.14660 -1.18063 -0.1 0.0 0.1 0.0710
H -0.34142 -1.99352 -3.73869 -0.1 0.1 -0.3 0.1159
H 0.66567 -0.08927 -1.61437 0.2 0.1 0.2 0.0683
H 0.28189 0.34095 -3.26388 -0.2 0.1 -0.2 0.0751
H 1.62209 -0.73443 -2.93314 0.3 0.0 -0.1 0.0865
H -0.21318 -3.69281 -1.84367 0.0 -0.3 0.1 0.0783
H 0.91272 -2.56526 -1.08917 0.2 -0.1 0.2 0.0635
H 1.25862 -3.23470 -2.69931 0.3 -0.1 0.0 0.0798
C 1.40950 3.08279 0.59368 -0.1 0.1 0.1 -0.1051
C 0.65404 4.40508 0.49141 0.0 0.0 -0.1 -0.2629
C 1.34406 5.43173 -0.40482 0.0 0.0 0.0 -0.2253
C 2.73120 5.87440 0.06537 0.0 -0.1 0.0 -0.2321
C 2.77331 6.46822 1.47215 0.0 0.1 0.0 -0.2733
C 1.94181 7.73938 1.62001 0.0 -0.1 0.1 -0.1136
H 2.39967 3.21184 1.03519 0.0 0.0 0.0 0.0627
H 0.86203 2.37425 1.21845 0.0 0.0 0.0 0.0627
H 1.53363 2.63017 -0.39278 0.0 0.0 0.0 0.0719
H 0.50296 4.81896 1.49295 0.0 0.0 0.0 0.1009
H -0.33903 4.20656 0.08981 0.0 0.0 0.0 0.0773
H 0.69581 6.30694 -0.50308 0.0 0.0 0.0 0.1009
H 1.43880 5.01482 -1.41246 0.0 0.0 0.0 0.1096
H 3.11897 6.61348 -0.64314 0.0 0.0 0.0 0.1075
H 3.42006 5.02621 0.01938 0.0 0.0 0.0 0.0991
H 3.81330 6.69614 1.72056 0.0 0.0 0.0 0.1021
H 2.44145 5.72706 2.20407 0.0 0.0 0.0 0.0966
H 2.28047 8.50813 0.92248 0.0 0.0 0.0 0.0734
H 2.02789 8.14276 2.62998 0.0 0.0 0.0 0.0670
H 0.88386 7.55317 1.43102 0.0 0.0 0.0 0.0645
C 6.23198 -3.54335 2.18194 0.0 0.1 0.1 -0.1116
C 5.43520 -3.39716 3.47530 0.0 -0.1 -0.1 -0.2704
C 3.96361 -3.78018 3.32994 0.0 0.0 0.0 -0.2292
C 3.17078 -2.92330 2.34165 0.0 0.0 -0.1 -0.2325
C 3.17532 -1.42504 2.63982 -0.1 0.0 0.0 -0.2677
C 2.53633 -1.07138 3.97986 0.1 0.1 -0.1 -0.1079
H 5.85181 -2.88820 1.39698 0.0 0.0 0.0 0.0645
H 7.27990 -3.28731 2.34252 0.0 0.0 0.0 0.0686
H 6.19100 -4.57073 1.81479 0.0 0.0 0.0 0.0742
H 5.52309 -2.37203 3.84487 0.0 0.0 0.0 0.0977
H 5.88390 -4.03502 4.24100 0.0 0.0 0.0 0.1036
H 3.48758 -3.73803 4.31350 0.0 0.0 0.0 0.1008
H 3.89877 -4.82488 3.01031 0.0 0.0 0.0 0.1090
H 2.13509 -3.27930 2.32845 0.0 0.0 0.0 0.0996
H 3.55452 -3.08338 1.33008 0.0 0.0 0.0 0.1004
H 2.62724 -0.91284 1.84405 0.0 0.0 0.0 0.0949
H 4.19544 -1.03380 2.60592 0.0 0.0 0.0 0.0996
H 1.50146 -1.41913 4.02015 0.0 0.0 0.0 0.0700
H 2.53220 0.00865 4.13257 0.0 0.0 0.0 0.0694
H 3.07642 -1.51774 4.81593 0.0 0.0 0.0 0.0652
```
Forces are in eV/Å.

The energy is -1936.2676 Eh. As for the SMILES: CC(C)C[C@@]1(CCCCl)OC(=O)O[C@@]1(CC(=O)O)CC(C)C.CCCCCC.CCCCCC.